18
Properties=species:S:1:pos:R:3:forces:R:3 method="wB97M-V/def2-TZVPD" e_above_lowest_ev=2.306 lumo_ev=0.313 total_energy_ev=-12478.8081 smiles=O.O.O.O.O.O homo_lumo_gap_ev=11.337
O -0.333 0.940 -0.089 4.22 -0.65 0.02
H 0.538 1.357 0.260 -2.58 -0.98 -0.88
H -1.030 1.480 0.175 -1.68 1.60 0.85
O 1.805 2.738 3.431 -1.94 0.90 4.89
H 2.217 2.542 2.658 2.47 -1.17 -3.15
H 2.343 2.459 4.216 -0.60 0.39 -1.70
O -3.983 0.118 -2.708 -2.06 -0.85 0.20
H -4.952 -0.129 -2.755 1.63 0.22 0.40
H -3.939 0.731 -3.429 0.41 0.67 -0.65
O -2.465 -2.345 -1.778 0.44 0.11 0.01
H -1.994 -1.528 -2.011 -0.41 -0.24 0.08
H -3.170 -2.418 -2.429 0.09 0.16 0.01
O 4.059 0.788 2.935 -0.28 0.12 2.09
H 3.850 0.704 3.927 0.42 -0.18 -2.49
H 3.683 0.023 2.486 -0.06 -0.06 0.35
O 0.989 -2.257 -1.839 -3.78 0.87 -1.85
H 0.179 -2.563 -1.379 0.79 0.23 -0.40
H 1.696 -2.513 -1.343 2.92 -1.15 2.21